[1]
Below is a molecular structure, C19H26AlBeCl2F2N2O11 at a distorted geometry, with properties calculated with wB97M-V/def2-TZVPD.

XYZ file:
```
64
Properties=species:S:1:pos:R:3
C 4.413 1.746 -0.225
C 4.323 3.321 -0.482
O 3.254 3.996 0.215
C 2.166 4.345 -0.643
C 0.847 3.451 -0.403
C -0.453 3.905 -0.750
C -1.665 2.886 -0.500
O -2.773 3.217 -0.053
C -1.312 1.353 -0.831
C -0.021 0.900 -0.457
C 0.930 1.983 0.245
O 1.632 1.697 1.229
H 5.245 1.336 -0.901
H 4.688 1.576 0.873
H 3.463 1.174 -0.458
H 4.353 3.490 -1.605
H 5.300 3.768 -0.073
H 2.391 4.299 -1.754
H 1.877 5.437 -0.424
H -0.637 4.940 -1.185
H -2.046 0.667 -1.359
H 0.352 -0.152 -0.661
C 4.831 -1.523 0.920
O 5.527 -0.517 0.871
O 4.557 -2.155 1.959
O 4.289 -2.070 -0.060
C -5.409 -4.285 -0.896
C -5.101 -2.994 -1.316
C -3.860 -2.446 -1.021
C -2.932 -3.202 -0.308
C -3.243 -4.500 0.119
C -4.486 -5.036 -0.179
N -1.614 -2.646 -0.006
O -1.378 -1.515 -0.366
O -0.817 -3.363 0.599
H -6.379 -4.710 -1.134
H -5.828 -2.416 -1.877
H -3.634 -1.443 -1.349
H -2.530 -5.095 0.678
H -4.737 -6.039 0.146
Al -7.783 -3.962 0.172
F -4.991 -3.437 1.671
N -1.125 -3.660 3.846
H -2.137 -3.496 3.786
H -0.950 -4.521 4.371
H -0.737 -3.750 2.899
H -0.678 -2.872 4.325
C -3.098 2.670 -4.418
Cl -4.859 2.605 -4.277
Cl -2.317 1.790 -3.096
H -2.803 2.221 -5.365
H -2.779 3.710 -4.388
C 7.718 1.968 2.219
C 7.718 3.230 1.382
O 8.282 3.144 0.267
O 7.147 4.215 1.905
H 8.229 1.150 1.702
H 8.228 2.151 3.167
H 6.689 1.661 2.422
O -6.479 -1.045 1.899
H -6.050 -0.281 1.496
H -6.162 -1.039 2.809
Be -2.027 -4.076 -2.665
F -2.618 -1.754 -2.709
```

Results
- Net charge: +1
- Kohn-Sham gap: 0.04125 hartree
- HOMO level: -0.335 Ha



[2]
Below is 2 unconnected molecules or ions with the total composition C3H3N2OP at a distorted geometry, with properties calculated with wB97M-V/def2-TZVPD.

XYZ file:
```
10
Properties=species:S:1:pos:R:3
C -2.272 -1.194 1.273
C -3.991 2.113 -1.415
C 0.163 -0.367 0.236
N -2.666 -2.261 1.061
N -3.216 1.704 -0.684
O -0.951 0.974 2.595
P -1.221 0.309 1.276
H -0.239 -0.881 -0.565
H 0.908 0.427 -0.070
H 0.777 -0.920 1.087
```

Results
- Net charge: 0
- ΔE to the lowest compared entry with this formula, charge and spin: 457.78 kJ/mol
- Kohn-Sham gap (alpha / beta): 0.33795 / 0.17592 hartree
- HOMO level (alpha / beta): -0.440 / -0.338 Ha



[3]
Below is a molecular structure, C17H41FO8P3SSn at a distorted geometry, with properties calculated with wB97M-V/def2-TZVPD.

XYZ file:
```
72
Properties=species:S:1:pos:R:3
C -3.615 5.706 0.225
C -3.091 4.708 1.246
O -1.733 4.338 0.903
P -1.105 2.910 1.062
O 0.368 2.896 0.972
C -1.800 1.856 -0.249
C -0.836 1.698 -1.434
C -0.509 0.247 -1.778
P 1.008 -0.755 -0.992
O 0.078 -0.845 0.491
C 2.143 -0.560 -2.569
C 2.874 0.716 -3.010
C 2.011 1.836 -3.593
F 2.424 2.113 -4.890
C 2.430 -1.698 -0.011
C 2.324 -2.079 1.456
C 2.342 -0.949 2.473
S 2.036 -1.519 4.116
O 2.748 -2.735 4.350
O 2.099 -0.431 5.038
O 0.468 -1.881 3.911
C 0.353 -2.407 -1.767
C -0.252 -3.439 -0.842
C -0.173 -4.815 -1.561
C -1.708 -3.169 -0.464
P 2.071 1.288 -0.044
O 3.489 1.032 0.269
O -1.735 2.417 2.429
C -1.664 1.053 2.897
C -2.981 0.317 2.688
H -2.819 5.975 -0.471
H -3.954 6.626 0.704
H -4.446 5.305 -0.356
H -3.049 5.107 2.259
H -3.701 3.799 1.284
H -2.088 0.886 0.170
H -2.738 2.315 -0.579
H 0.060 2.295 -1.248
H -1.280 2.148 -2.328
H -1.357 -0.383 -1.493
H -0.359 0.120 -2.852
H -0.628 -0.190 0.516
H 1.523 -0.886 -3.414
H 2.906 -1.334 -2.432
H 3.528 0.422 -3.838
H 3.559 1.082 -2.240
H 2.086 2.775 -3.036
H 0.957 1.551 -3.658
H 3.329 -1.116 -0.225
H 2.508 -2.627 -0.585
H 1.446 -2.705 1.624
H 3.193 -2.718 1.663
H 1.572 -0.202 2.287
H 3.320 -0.464 2.545
H 0.109 -2.186 4.760
H -0.361 -2.124 -2.546
H 1.247 -2.781 -2.268
H 0.341 -3.557 0.069
H -0.982 -4.877 -2.302
H 0.836 -4.825 -2.069
H -0.273 -5.653 -0.869
H -2.228 -4.087 -0.176
H -2.252 -2.729 -1.307
H -1.778 -2.483 0.381
H 1.826 2.247 -1.033
H 1.183 1.538 1.005
H -0.818 0.544 2.418
H -1.405 1.138 3.952
H -2.819 -0.713 2.359
H -3.574 0.280 3.603
H -3.587 0.815 1.927
Sn 0.899 -6.177 -3.523
```

Results
- Net charge: +1
- Kohn-Sham gap: 0.08557 hartree
- HOMO level: -0.321 Ha



[4]
Below is a single BrCl2HNP molecule at a distorted geometry, with properties calculated with wB97M-V/def2-TZVPD.

XYZ file:
```
6
Properties=species:S:1:pos:R:3
N -1.270 -0.001 0.441
P 0.174 0.000 0.011
Cl 0.704 -1.148 -1.914
Cl 1.142 -0.747 1.550
Br 1.398 1.776 -0.157
H -2.147 0.121 0.069
```

Results
- Net charge: 0
- ΔE to the lowest compared entry with this formula, charge and spin: 33.76 kJ/mol
- Kohn-Sham gap: 0.34773 hartree
- HOMO level: -0.391 Ha



[5]
Below is 2 unconnected molecules or ions with the total composition C5H8N2 at a distorted geometry, with properties calculated with wB97M-V/def2-TZVPD.

XYZ file:
```
15
Properties=species:S:1:pos:R:3
H -2.183 0.382 -0.723
N -1.429 1.030 -0.963
C -0.820 1.421 0.079
C -1.228 1.177 1.458
N -1.587 1.041 2.550
H 0.051 2.069 -0.019
C 0.220 -1.484 0.792
C 0.757 -0.463 0.139
C 1.170 -0.404 -1.304
H 0.167 -2.465 0.350
H -0.122 -1.343 1.815
H 1.131 0.251 0.851
H 0.466 -0.932 -1.958
H 1.263 0.612 -1.710
H 2.143 -0.892 -1.358
```

Results
- Net charge: 0
- ΔE to the lowest compared entry with this formula, charge and spin: 266.94 kJ/mol
- Kohn-Sham gap: 0.34934 hartree
- HOMO level: -0.351 Ha



[6]
Below is a molecular structure, C46H58N4O2P2S5W at a distorted geometry, with properties calculated with wB97M-V/def2-TZVPD.

XYZ file:
```
118
Properties=species:S:1:pos:R:3
W 0.092 1.022 -0.313
O 6.406 3.965 -1.812
C 5.343 3.466 -1.586
S 4.026 4.289 -0.731
C 2.899 2.947 -0.756
C 3.309 1.807 -1.341
S 2.368 0.351 -1.367
S 4.923 1.796 -2.021
S 1.318 3.145 -0.060
N -0.161 1.096 2.961
C -0.018 1.058 1.791
H -0.685 1.284 3.789
S -2.792 -2.768 -1.416
C -1.852 -1.506 -1.012
N -1.207 -0.577 -0.694
C -1.317 0.058 -5.420
C -0.433 1.261 -5.072
C 0.989 1.080 -5.618
C -1.057 2.562 -5.572
C -0.325 1.316 -3.608
N -0.197 1.273 -2.464
H -1.393 -0.012 -6.504
H -2.317 0.175 -5.003
H -0.893 -0.868 -5.037
H 0.933 0.947 -6.698
H 1.470 0.209 -5.178
H 1.603 1.952 -5.404
H -1.126 2.514 -6.659
H -0.447 3.422 -5.304
H -2.056 2.699 -5.166
N -1.392 2.194 -0.119
P -2.880 2.636 -0.255
C -3.054 4.430 -0.277
C -4.281 5.057 -0.500
C -4.369 6.437 -0.508
C -3.227 7.203 -0.303
C -2.005 6.585 -0.096
C -1.915 5.200 -0.081
C -3.822 2.001 1.168
C -4.771 2.748 1.856
C -5.436 2.210 2.948
C -5.163 0.918 3.361
C -4.212 0.165 2.684
C -3.540 0.705 1.602
C -3.754 2.061 -1.750
C -4.125 0.718 -1.828
C -4.707 0.209 -2.976
C -4.945 1.044 -4.058
C -4.583 2.380 -3.993
C -3.979 2.883 -2.850
H -5.170 4.466 -0.686
H -5.322 6.916 -0.683
H -3.293 8.282 -0.315
H -1.113 7.177 0.055
H -0.958 4.713 0.070
H -4.987 3.766 1.560
H -6.169 2.806 3.477
H -5.683 0.497 4.210
H -3.994 -0.847 2.992
H -2.787 0.113 1.091
H -3.966 0.052 -0.994
H -4.967 -0.838 -3.012
H -5.416 0.653 -4.951
H -4.764 3.036 -4.835
H -3.687 3.925 -2.823
O 0.912 -0.964 0.582
P 1.702 -1.990 1.347
C 2.681 -1.178 2.663
C 3.787 -1.967 3.394
C 5.220 -1.744 2.900
C 5.551 -0.294 2.593
C 4.528 0.277 1.630
C 3.147 0.237 2.260
C 0.492 -3.179 2.041
C 0.960 -4.203 3.084
C 0.851 -3.728 4.527
C -0.540 -3.203 4.845
C -0.886 -2.063 3.902
C -0.839 -2.518 2.452
C 2.694 -2.864 0.090
C 3.555 -4.070 0.484
C 4.018 -4.796 -0.775
C 2.841 -5.471 -1.483
C 1.538 -4.704 -1.250
C 1.794 -3.207 -1.131
H 1.869 -1.019 3.389
H 3.577 -3.037 3.394
H 3.746 -1.661 4.444
H 5.412 -2.333 1.999
H 5.900 -2.139 3.659
H 6.563 -0.223 2.191
H 5.540 0.297 3.516
H 4.533 -0.291 0.694
H 4.768 1.305 1.356
H 2.414 0.708 1.597
H 3.173 0.839 3.175
H 0.255 -3.734 1.122
H 1.976 -4.541 2.882
H 0.328 -5.091 2.970
H 1.579 -2.936 4.724
H 1.113 -4.554 5.193
H -0.594 -2.881 5.885
H -1.273 -4.007 4.726
H -0.179 -1.248 4.069
H -1.878 -1.659 4.124
H -1.065 -1.702 1.761
H -1.623 -3.268 2.306
H 3.357 -2.047 -0.232
H 3.006 -4.770 1.116
H 4.419 -3.738 1.060
H 4.790 -5.529 -0.536
H 4.487 -4.062 -1.436
H 2.731 -6.496 -1.123
H 3.048 -5.543 -2.552
H 1.056 -5.071 -0.341
H 0.829 -4.896 -2.057
H 0.860 -2.643 -1.103
H 2.309 -2.861 -2.031
```

Results
- Net charge: 0
- ΔE to the lowest compared entry with this formula, charge and spin: 79.07 kJ/mol
- 2S+1: 3
- Kohn-Sham gap (alpha / beta): 0.23259 / 0.21986 hartree
- HOMO level (alpha / beta): -0.220 / -0.238 Ha



[7]
Below is a molecular structure, C12H30KO6 at a distorted geometry, with properties calculated with wB97M-V/def2-TZVPD.

XYZ file:
```
49
Properties=species:S:1:pos:R:3
K 0.344 -0.595 -0.726
C -3.141 -0.889 -1.148
O -1.984 -1.567 -0.657
C -1.871 -1.782 0.771
C -1.661 -0.509 1.524
O -0.339 0.088 1.219
C -0.014 1.177 2.030
H -3.018 0.193 -1.098
H -4.049 -1.122 -0.592
H -3.321 -1.203 -2.176
H -1.059 -2.475 0.991
H -2.791 -2.207 1.172
H -1.884 -0.611 2.586
H -2.510 0.114 1.243
H -0.470 2.013 1.500
H 1.063 1.250 2.184
H -0.485 0.991 2.995
C 1.415 -3.494 -0.573
O 0.544 -2.768 0.195
C 0.870 -2.467 1.563
C 2.096 -1.498 1.693
O 2.047 -0.505 0.739
C 3.229 0.308 0.674
H 1.212 -4.564 -0.614
H 2.466 -3.230 -0.451
H 1.175 -3.145 -1.578
H 1.035 -3.378 2.138
H -0.004 -1.877 1.842
H 3.016 -2.060 1.533
H 2.093 -0.905 2.608
H 4.087 -0.327 0.452
H 3.358 0.881 1.593
H 3.039 0.996 -0.150
C 2.181 1.878 -1.165
O 1.144 1.235 -1.932
C 0.233 2.092 -2.778
C -0.899 2.703 -1.903
O -1.475 1.637 -1.136
C -2.602 2.068 -0.400
H 1.889 1.745 -0.123
H 2.246 2.959 -1.291
H 3.119 1.353 -1.341
H -0.291 1.541 -3.559
H 0.869 2.666 -3.452
H -1.600 3.200 -2.574
H -0.486 3.457 -1.233
H -2.557 3.127 -0.147
H -2.753 1.549 0.547
H -3.507 1.957 -0.997
```

Results
- Net charge: +1
- ΔE to the lowest compared entry with this formula, charge and spin: 568.53 kJ/mol
- Kohn-Sham gap: 0.39446 hartree
- HOMO level: -0.473 Ha



[8]
Below is a molecular structure, C17H28NO2P2SrTe at a distorted geometry, with properties calculated with wB97M-V/def2-TZVPD.

XYZ file:
```
52
Properties=species:S:1:pos:R:3
Sr -0.084 0.071 -0.098
P 2.135 -1.141 0.060
C 2.239 -1.525 -1.756
C 0.961 -1.827 -2.516
N -0.178 -1.302 -2.067
C -1.363 -1.479 -2.651
C -1.441 -2.257 -3.801
C -0.272 -2.816 -4.315
C 0.944 -2.597 -3.672
C -2.587 -0.857 -2.001
P -2.366 0.695 -0.997
H 1.863 -3.014 -4.053
H -2.395 -2.417 -4.279
H -0.309 -3.421 -5.216
H -3.328 -0.581 -2.766
H -3.062 -1.631 -1.360
H 2.735 -0.659 -2.265
H 2.947 -2.367 -1.826
H 1.699 3.791 -2.662
O 2.480 3.662 -3.219
H 2.261 3.987 -4.100
H -1.637 4.865 -0.581
O -1.270 5.635 -1.044
H -1.700 6.411 -0.655
C -2.402 2.015 -2.176
H -3.385 1.967 -2.651
H -2.295 2.996 -1.683
H -1.629 1.949 -2.961
C -3.736 0.800 0.095
H -3.686 1.716 0.702
H -4.623 0.840 -0.539
H -3.826 -0.056 0.782
C 2.027 -2.723 0.863
H 2.948 -3.254 0.609
H 1.975 -2.608 1.959
H 1.166 -3.341 0.551
C 3.605 -0.292 0.486
H 3.625 -0.048 1.558
H 4.426 -0.971 0.256
H 3.750 0.645 -0.077
Te 0.107 2.171 2.293
C 0.237 0.887 3.934
C -0.506 -0.322 3.991
C -0.414 -1.149 5.116
C 0.406 -0.798 6.194
C 1.145 0.391 6.150
C 1.069 1.231 5.037
H -1.148 -0.583 3.152
H -0.990 -2.071 5.150
H 0.470 -1.444 7.066
H 1.781 0.669 6.988
H 1.633 2.159 4.996
```

Results
- Net charge: +1
- ΔE to the lowest compared entry with this formula, charge and spin: 255.53 kJ/mol
- Kohn-Sham gap: 0.21836 hartree
- HOMO level: -0.332 Ha



[9]
Below is a single C2H4O2S molecule at a distorted geometry, with properties calculated with wB97M-V/def2-TZVPD.

XYZ file:
```
9
Properties=species:S:1:pos:R:3
C 0.657 -0.311 -0.430
C -1.001 0.655 0.910
O 2.079 -1.490 -2.139
O 0.368 0.510 0.583
S 2.164 -0.461 -1.086
H -0.223 -0.995 -0.855
H -1.033 1.180 1.861
H -1.490 -0.321 1.013
H -1.520 1.234 0.142
```

Results
- Net charge: 0
- ΔE to the lowest compared entry with this formula, charge and spin: 244.03 kJ/mol
- Kohn-Sham gap: 0.32427 hartree
- HOMO level: -0.315 Ha



[10]
Below is a molecular structure, C20H28BrClCoN2O2 at a distorted geometry, with properties calculated with wB97M-V/def2-TZVPD.

XYZ file:
```
55
Properties=species:S:1:pos:R:3
Co 1.151 0.561 0.669
Cl 3.273 0.662 0.864
N 0.830 -1.233 1.674
N 0.851 1.885 -0.869
C 0.123 -2.291 1.348
C 0.127 1.815 -1.964
C 1.006 -1.230 3.144
C -0.089 -2.169 3.598
C 0.876 0.153 3.735
C 2.394 -1.762 3.447
H -0.123 0.552 3.549
H 1.633 0.837 3.335
H 1.036 0.054 4.812
H 2.510 -2.777 3.053
H 2.544 -1.780 4.528
H 3.147 -1.109 2.991
C 1.065 3.314 -0.548
C -0.019 3.990 -1.357
C 2.461 3.689 -1.010
C 0.951 3.593 0.932
H -0.054 3.355 1.285
H 1.146 4.660 1.073
H 1.694 3.027 1.508
H 2.565 3.517 -2.087
H 3.203 3.086 -0.475
H 2.639 4.745 -0.799
O -0.535 2.938 -2.250
H 0.339 4.806 -1.989
H -0.848 4.347 -0.737
O -0.561 -2.822 2.361
H -0.938 -1.644 4.046
H 0.249 -2.959 4.272
C 0.109 -2.999 0.016
C 0.074 0.678 -2.955
C -0.696 -0.567 -2.604
H 1.114 0.360 -3.139
H -0.368 1.085 -3.871
C -0.043 -1.724 -2.167
C -0.677 -2.403 -1.120
H 0.937 -2.024 -2.549
C -2.059 -2.534 -1.222
C -2.751 -1.666 -2.059
C -2.811 -3.571 -0.467
C -2.078 -0.657 -2.738
H -3.835 -1.767 -2.175
C -2.861 0.293 -3.576
H -3.880 -0.103 -3.639
H -2.465 0.354 -4.598
H -2.903 1.302 -3.139
H -2.398 -4.572 -0.644
H -3.839 -3.569 -0.846
H -2.828 -3.369 0.613
H -0.283 -4.006 0.206
H 1.155 -3.056 -0.327
Br -1.258 0.705 0.858
```

Results
- Net charge: -1
- 2S+1: 5
- Kohn-Sham gap (alpha / beta): 0.11152 / 0.24410 hartree
- HOMO level (alpha / beta): -0.009 / -0.142 Ha



[11]
Below is 2 unconnected molecules or ions with the total composition C3H12N2O2 at a distorted geometry, with properties calculated with wB97M-V/def2-TZVPD.

XYZ file:
```
19
Properties=species:S:1:pos:R:3
N -0.806 -2.239 -1.013
C -1.524 -0.945 -0.876
N -0.745 -0.143 0.091
C 0.165 0.846 -0.604
C 0.185 2.143 0.163
O 1.444 2.335 0.766
H -0.112 -2.036 -1.753
H -0.327 -2.494 -0.156
H -1.448 -0.459 -1.878
H -2.578 -0.994 -0.584
H -1.252 0.462 0.749
H 1.267 0.383 -0.550
H 0.185 0.836 -1.699
H 0.028 2.987 -0.522
H -0.518 2.392 0.933
H 2.223 1.928 0.395
O 1.527 -1.704 2.462
H 1.705 -1.733 1.519
H 0.581 -1.564 2.557
```

Results
- Net charge: 0
- ΔE to the lowest compared entry with this formula, charge and spin: 256.25 kJ/mol
- Kohn-Sham gap: 0.36286 hartree
- HOMO level: -0.335 Ha



[12]
Below is a molecular structure, C6H16CsO2 at a distorted geometry, with properties calculated with wB97M-V/def2-TZVPD.

XYZ file:
```
25
Properties=species:S:1:pos:R:3
Cs -18.282 -19.344 16.084
C -12.476 -16.432 21.048
C -13.265 -16.688 19.790
O -14.307 -17.598 20.130
C -14.847 -18.295 19.042
C -16.218 -18.786 19.449
H -13.107 -15.959 21.801
H -12.090 -17.367 21.448
H -11.610 -15.786 20.898
H -13.722 -15.845 19.255
H -12.607 -17.137 19.027
H -14.966 -17.612 18.187
H -14.172 -19.082 18.691
H -16.719 -19.284 18.613
H -16.881 -17.971 19.745
H -16.174 -19.426 20.331
C -17.083 -15.496 14.935
C -16.412 -15.764 16.270
O -17.121 -16.780 17.011
H -18.132 -15.206 14.998
H -17.048 -16.344 14.241
H -16.545 -14.713 14.392
H -16.371 -14.846 16.859
H -15.381 -16.090 16.150
H -17.852 -16.355 17.472
```

Results
- Net charge: +1
- ΔE to the lowest compared entry with this formula, charge and spin: 115.67 kJ/mol
- Kohn-Sham gap: 0.31233 hartree
- HOMO level: -0.445 Ha



no.,E (a.u.)
1,-3052.95715
2,-642.03353
3,-3010.22695
4,-3891.14183
5,-304.73382
6,-4898.04347
7,-1526.12176
8,-1850.99112
9,-627.19119
10,-5455.91454
11,-381.41732
12,-408.59772